Molecular formula: C11H17NO2
Method: DFT, ωB97M-V/def2-TZVPD

**E**: -634.51759 hartree
**ΔE to the lowest compared entry with this formula, charge and spin**: 50.5 kcal per mole

Geometry (Å):
C -4.135 -0.161 -1.338
C -2.734 -0.912 -1.141
C -1.649 0.042 -0.781
C -1.382 0.202 0.559
C -0.335 1.067 0.890
C 0.329 1.717 -0.089
O 1.337 2.720 0.204
C 0.054 1.661 -1.476
C -0.973 0.782 -1.779
H -4.856 -0.560 -2.019
H -4.007 0.923 -1.797
H -4.685 -0.044 -0.325
H -2.768 -1.817 -0.536
H -2.511 -1.376 -2.174
H -1.905 -0.297 1.379
H -0.351 1.531 1.952
H 0.941 3.614 0.532
H 0.629 2.226 -2.080
H -1.288 0.746 -2.825
C 2.140 -2.235 0.127
C 1.910 -1.414 1.427
C 3.235 -0.650 1.616
N 3.111 0.736 1.666
O 4.376 -1.227 1.789
H 3.218 -2.275 0.175
H 1.586 -1.851 -0.726
H 1.867 -3.253 0.251
H 1.138 -0.670 1.033
H 1.543 -1.799 2.327
H 3.935 1.321 1.725
H 2.228 1.254 1.432

Atomic forces in eV per Å
C 0.426 2.199 1.604
C -1.478 -0.362 -3.545
C -0.403 -0.632 -0.114
C 1.098 0.432 0.099
C -1.536 1.482 2.670
C 1.650 3.269 -1.460
O -1.410 1.165 1.109
C -2.203 -3.245 4.025
C 0.116 0.437 -0.572
H -0.150 -1.067 -0.379
H 0.208 -2.038 1.221
H 0.975 -0.013 -1.564
H -0.278 0.442 0.552
H -0.117 0.832 1.312
H -0.089 0.028 -0.600
H 0.761 -1.252 -1.666
H 0.685 -2.636 -0.861
H 1.471 1.678 -2.248
H -0.086 -0.452 0.332
C 0.162 -0.630 1.850
C -0.179 3.107 -3.563
C 2.852 0.134 1.716
N -0.920 -0.553 -0.396
O -4.203 1.997 -0.813
H 0.396 -0.084 -1.563
H 0.639 0.277 -0.069
H -0.583 -1.064 0.102
H 1.032 -0.723 1.348
H -0.257 -1.220 1.190
H -0.011 -0.436 -0.002
H 1.434 -1.073 0.287

These are the Mulliken partial charges, in e, on atoms 1 to 2:
1 C -0.997
2 C -0.997